{"formula": "C18H36N2PdSbTe", "method": "wB97M-V/def2-TZVPD", "species": ["Pd", "C", "N", "C", "C", "C", "N", "C", "C", "H", "H", "H", "H", "H", "H", "H", "H", "H", "H", "H", "H", "H", "H", "H", "H", "Te", "C", "C", "C", "C", "C", "C", "H", "H", "H", "H", "H", "C", "C", "Sb", "C", "C", "C", "C", "H", "H", "H", "H", "H", "H", "H", "H", "H", "H", "H", "H", "H", "H", "H"], "coordinates": [[-0.226, -0.328, 0.012], [2.273, -0.231, -1.459], [1.849, 0.038, -0.058], [2.617, -0.802, 0.891], [2.039, 1.471, 0.305], [0.994, 2.325, -0.348], [-0.350, 1.818, 0.004], [-1.344, 2.309, -0.974], [-0.739, 2.206, 1.382], [3.354, -0.092, -1.544], [1.778, 0.451, -2.146], [2.026, -1.250, -1.731], [3.640, -0.425, 0.963], [2.659, -1.824, 0.534], [2.160, -0.763, 1.877], [3.035, 1.794, -0.009], [2.004, 1.551, 1.391], [1.091, 2.312, -1.433], [1.108, 3.366, -0.031], [-1.288, 3.398, -1.056], [-2.342, 2.039, -0.647], [-1.149, 1.878, -1.954], [-0.748, 3.295, 1.481], [-0.042, 1.800, 2.110], [-1.737, 1.832, 1.599], [-2.884, -1.035, 0.158], [-4.682, -0.221, 0.085], [-4.934, 1.196, -0.001], [-6.221, 1.637, -0.040], [-7.281, 0.701, 0.005], [-7.057, -0.685, 0.086], [-5.778, -1.159, 0.134], [-4.116, 1.900, -0.031], [-6.439, 2.695, -0.104], [-8.302, 1.066, -0.019], [-7.896, -1.368, 0.115], [-5.586, -2.222, 0.207], [-2.086, -4.265, -1.626], [-1.510, -4.354, -0.217], [0.097, -3.000, 0.126], [0.730, -3.480, 2.116], [0.707, -4.982, 2.403], [1.551, -3.735, -1.268], [1.716, -5.253, -1.201], [-2.885, -4.997, -1.748], [-1.336, -4.480, -2.388], [-2.514, -3.281, -1.846], [-1.042, -5.323, -0.035], [-2.257, -4.189, 0.559], [0.058, -2.931, 2.777], [1.731, -3.069, 2.220], [-0.290, -5.410, 2.314], [1.033, -5.143, 3.432], [1.391, -5.537, 1.767], [2.488, -3.230, -1.040], [1.201, -3.405, -2.247], [2.129, -5.583, -0.251], [2.421, -5.556, -1.976], [0.787, -5.789, -1.395]], "atomic_forces_ev_per_a": [[-0.55, 0.14, -0.09], [0.33, 0.19, 0.07], [-0.67, -0.52, -0.07], [0.31, 0.25, -0.02], [0.27, 0.06, -0.04], [0.02, 0.18, 0.01], [-0.36, -0.54, 0.11], [0.20, 0.29, -0.03], [0.08, 0.32, -0.08], [0.00, 0.04, 0.01], [-0.03, -0.01, 0.00], [-0.02, -0.03, 0.00], [0.01, -0.01, -0.04], [0.02, -0.04, -0.02], [-0.01, 0.02, 0.01], [0.04, -0.08, 0.04], [-0.03, -0.03, 0.01], [-0.02, -0.02, -0.01], [-0.05, 0.01, -0.01], [0.00, 0.01, 0.03], [0.08, -0.04, -0.04], [-0.01, -0.02, 0.00], [0.00, 0.00, -0.02], [-0.01, -0.03, 0.01], [-0.01, -0.04, 0.01], [0.66, -0.95, 0.17], [-0.11, 0.80, -0.09], [-0.26, -0.28, -0.02], [0.05, 0.05, 0.02], [-0.03, -0.02, 0.00], [-0.04, -0.05, 0.00], [0.00, 0.24, 0.01], [-0.05, -0.05, 0.03], [-0.04, -0.01, 0.01], [0.00, 0.00, -0.01], [-0.01, 0.03, 0.01], [0.06, 0.00, 0.00], [-0.01, -0.13, 0.08], [-0.10, 0.27, -0.14], [0.37, 0.14, 0.09], [-0.07, -0.15, -0.20], [0.01, 0.09, 0.17], [-0.14, -0.05, 0.19], [0.08, 0.05, -0.18], [0.00, 0.01, -0.01], [0.01, 0.05, -0.01], [0.01, 0.02, -0.03], [-0.07, -0.03, 0.04], [-0.02, -0.11, 0.01], [0.06, 0.01, 0.07], [0.01, 0.00, 0.12], [0.00, 0.00, -0.04], [-0.02, -0.01, 0.01], [-0.03, -0.01, -0.03], [0.07, -0.04, -0.12], [0.09, -0.01, -0.04], [-0.03, 0.01, 0.02], [0.00, -0.01, 0.00], [-0.01, 0.01, 0.04]], "lumo_ev": [-12.820, -13.125], "total_charge": 3, "total_energy_ev": -39511.3393}

{"formula": "C12H12O2", "method": "wB97M-V/def2-TZVPD", "species": ["O", "C", "C", "C", "C", "C", "C", "H", "H", "H", "H", "H", "H", "O", "C", "C", "C", "C", "C", "C", "H", "H", "H", "H", "H", "H"], "coordinates": [[-1.169, 2.261, -0.168], [-2.149, -0.310, -3.383], [-2.361, -0.698, -2.064], [-1.625, 1.016, -3.647], [-2.025, 0.208, -1.017], [-1.306, 1.872, -2.590], [-1.525, 1.480, -1.237], [-1.584, 1.974, 0.681], [-2.418, -1.065, -4.134], [-2.862, -1.662, -1.905], [-1.278, 1.319, -4.644], [-2.238, -0.152, -0.002], [-0.692, 2.773, -2.716], [4.148, -1.383, 2.063], [0.268, -0.054, 2.011], [1.243, 0.629, 1.432], [0.579, -1.208, 2.729], [2.515, 0.096, 1.318], [1.893, -1.716, 2.706], [2.900, -1.029, 2.018], [4.313, -2.311, 2.360], [-0.789, 0.242, 2.036], [1.037, 1.527, 0.836], [-0.159, -1.848, 3.231], [3.282, 0.674, 0.787], [2.001, -2.635, 3.298]], "atomic_forces_ev_per_a": [[-0.29, 0.43, 0.18], [0.15, 1.09, 0.10], [0.11, 1.35, -0.20], [0.39, -1.30, 0.63], [-1.07, -1.43, 0.01], [0.61, -0.12, 1.02], [-0.25, -1.19, -0.52], [0.41, 0.01, -1.31], [0.31, 0.80, -0.10], [0.51, 0.46, 0.37], [-0.53, -0.24, 0.35], [0.27, 0.37, -0.24], [-0.65, -0.19, -0.32], [3.40, -1.70, -0.09], [-3.05, -1.65, 2.48], [1.58, 1.58, -2.83], [1.03, -1.15, -0.53], [1.32, 1.15, 0.11], [-1.58, 0.11, 0.66], [-3.11, -0.15, 0.61], [-0.57, 1.20, -0.25], [0.54, 0.24, -0.15], [-0.01, -0.30, 0.46], [0.09, 0.66, -0.21], [-0.28, -0.37, 0.19], [0.68, 0.35, -0.40]], "e_above_lowest_ev": 0.219, "lumo_ev": 0.765, "total_energy_ev": -16732.5227, "smiles": "Oc1ccccc1.Oc1ccccc1"}

{"formula": "C5H9N3O", "method": "wB97M-V/def2-TZVPD", "species": ["C", "C", "C", "C", "C", "O", "N", "N", "N", "H", "H", "H", "H", "H", "H", "H", "H", "H"], "coordinates": [[-1.660, -1.520, -0.315], [1.629, 1.469, 0.515], [0.435, -0.300, -0.903], [-0.907, -0.224, -0.329], [1.224, 0.028, 0.444], [-2.723, 0.954, 0.345], [-1.368, 0.944, -0.043], [0.882, -0.783, -1.953], [1.578, -0.925, 1.184], [-2.875, 1.883, 0.577], [1.898, -0.817, -2.034], [2.242, -0.670, 1.914], [-1.112, -2.280, 0.236], [-2.643, -1.404, 0.138], [-1.770, -1.856, -1.348], [2.132, 1.769, -0.403], [2.302, 1.653, 1.352], [0.736, 2.080, 0.624]], "atomic_forces_ev_per_a": [[-0.46, 0.18, 0.23], [0.06, 0.07, 0.47], [1.40, 0.31, 4.62], [-2.93, 0.29, -1.67], [1.73, 0.45, -2.20], [0.57, -0.20, 0.16], [0.19, -0.47, -0.33], [-0.45, -0.09, -1.45], [-0.04, -0.67, -0.25], [0.17, -0.31, -0.11], [-0.09, 0.03, 0.43], [-0.41, 0.36, 0.17], [0.20, -0.04, 0.00], [0.06, 0.02, -0.07], [0.04, -0.04, 0.02], [-0.03, -0.04, -0.11], [-0.01, 0.00, 0.10], [-0.01, 0.13, -0.03]], "e_above_lowest_ev": 3.725, "lumo_ev": 0.839, "total_energy_ev": -11845.6829, "smiles": "[H]/N=C(C)/C(=N\\[H])C(/C)=N/O"}

{"formula": "C28H46BrCaN3P2S", "method": "wB97M-V/def2-TZVPD", "species": ["N", "C", "C", "C", "C", "C", "C", "Ca", "P", "C", "C", "C", "C", "C", "C", "C", "Br", "H", "H", "H", "H", "H", "H", "H", "H", "H", "H", "P", "C", "C", "H", "H", "H", "H", "H", "C", "C", "H", "H", "H", "H", "H", "C", "C", "H", "H", "H", "H", "H", "C", "C", "H", "H", "H", "H", "H", "C", "C", "H", "H", "H", "H", "H", "C", "C", "H", "H", "H", "H", "H", "S", "C", "N", "C", "C", "N", "H", "H", "H", "H", "H", "H"], "coordinates": [[-4.761, 4.896, -2.028], [-4.158, 5.273, -0.901], [-2.800, 5.008, -0.662], [-2.081, 4.226, -1.593], [-2.741, 3.864, -2.802], [-4.086, 4.231, -2.962], [-0.694, 3.808, -1.306], [0.718, 2.998, 0.450], [4.115, 0.937, 0.088], [-0.120, 2.588, -1.727], [-0.737, 1.266, -1.634], [-0.349, 0.243, -2.528], [-0.607, -1.076, -2.242], [-1.213, -1.443, -1.021], [-1.884, -0.413, -0.316], [-1.642, 0.925, -0.608], [0.860, -2.001, 0.580], [0.004, 4.642, -1.033], [0.817, 2.643, -2.314], [-2.361, 5.358, 0.279], [-2.225, 3.333, -3.606], [-4.759, 5.801, -0.157], [-4.637, 3.987, -3.875], [0.173, 0.525, -3.449], [-2.132, 1.722, -0.044], [-0.286, -1.854, -2.939], [-2.543, -0.661, 0.513], [-1.446, -3.194, -0.571], [3.228, 2.490, 0.241], [4.152, 3.710, 0.355], [2.638, 2.407, 1.201], [2.591, 2.575, -0.682], [3.611, 4.575, 0.761], [5.004, 3.515, 1.018], [4.563, 4.009, -0.620], [3.344, 0.048, -1.336], [4.138, -1.188, -1.781], [3.328, 0.787, -2.153], [2.311, -0.234, -1.077], [3.829, -1.475, -2.793], [5.214, -0.993, -1.811], [3.964, -2.048, -1.129], [3.537, 0.000, 1.558], [4.669, -0.618, 2.361], [2.831, -0.776, 1.218], [2.976, 0.676, 2.219], [4.309, -1.476, 2.954], [5.501, -0.975, 1.735], [5.068, 0.129, 3.068], [-1.729, -3.445, 1.223], [-1.083, -4.682, 1.853], [-2.808, -3.452, 1.416], [-1.296, -2.557, 1.716], [-1.622, -5.611, 1.610], [-0.027, -4.784, 1.568], [-1.111, -4.549, 2.948], [-0.140, -4.228, -1.318], [-0.307, -4.624, -2.790], [-0.069, -5.131, -0.686], [0.809, -3.678, -1.183], [-0.970, -5.491, -2.900], [-0.698, -3.814, -3.421], [0.672, -4.922, -3.196], [-2.977, -3.711, -1.417], [-4.303, -3.367, -0.758], [-2.872, -4.804, -1.512], [-2.924, -3.266, -2.421], [-4.634, -2.355, -1.023], [-5.065, -4.062, -1.126], [-4.290, -3.442, 0.336], [-1.230, 3.551, 2.246], [-0.651, 2.131, 2.980], [0.708, 1.843, 3.147], [0.865, 0.698, 4.061], [-0.514, 0.068, 4.097], [-1.348, 1.105, 3.478], [1.308, 2.647, 3.344], [1.187, 1.053, 5.046], [1.624, 0.022, 3.677], [-0.841, -0.142, 5.124], [-0.534, -0.855, 3.495], [-2.361, 1.085, 3.485]], "atomic_forces_ev_per_a": [[-0.35, 0.01, 0.19], [0.77, -0.12, -0.30], [-0.38, -0.29, -0.07], [-1.05, -0.03, 0.76], [0.11, 0.05, 0.61], [0.69, 0.10, 0.23], [0.55, -0.78, -2.58], [0.24, -0.65, 2.17], [2.03, -1.53, -0.23], [-1.92, 1.82, -1.33], [-0.16, -0.17, -0.48], [0.36, 0.29, 0.10], [0.04, -0.64, -0.03], [-1.23, 0.92, -0.37], [0.21, -0.21, -0.06], [0.19, -0.14, 0.06], [1.10, 0.61, 0.89], [-0.41, -0.15, -0.67], [0.21, -0.10, 1.08], [-0.05, -0.19, -0.44], [-0.10, 0.10, 0.39], [0.16, -0.11, -0.32], [0.26, 0.05, 0.30], [-0.06, -0.24, 0.39], [0.13, -0.24, 0.03], [0.02, 0.37, 0.26], [0.11, 0.03, -0.09], [-0.06, -0.13, -0.11], [-0.86, 1.04, 0.06], [0.04, 0.40, -0.09], [0.51, -0.01, -0.63], [0.33, 0.06, 0.48], [0.12, 0.04, -0.07], [-0.28, -0.09, -0.13], [-0.14, -0.24, 0.28], [-0.47, 0.36, 0.06], [-0.02, 0.02, -0.08], [-0.03, -0.17, 0.08], [0.15, 0.05, -0.24], [0.04, 0.01, 0.21], [-0.13, 0.03, 0.01], [-0.01, 0.17, 0.03], [-0.50, -0.28, -0.01], [0.43, -0.17, 0.58], [0.33, 0.39, 0.17], [0.01, -0.11, -0.21], [0.13, 0.33, -0.21], [-0.32, 0.13, 0.17], [0.10, -0.36, -0.28], [-0.08, 0.54, 0.39], [0.15, -0.26, 0.13], [0.27, -0.03, -0.14], [-0.38, -0.39, -0.35], [0.22, 0.33, 0.03], [-0.33, 0.06, 0.10], [-0.03, -0.18, -0.46], [0.64, 0.05, -0.05], [-0.22, -0.29, -0.26], [-0.04, 0.32, -0.16], [-0.63, -0.39, -0.03], [0.08, 0.28, -0.06], [0.13, -0.30, 0.16], [-0.35, 0.14, 0.19], [0.33, -0.27, -0.06], [-0.51, 0.24, 0.00], [-0.07, 0.29, -0.11], [-0.02, -0.35, 0.13], [0.11, -0.19, 0.11], [0.08, 0.21, 0.11], [-0.09, -0.07, -0.37], [0.08, -0.39, 0.20], [0.33, -0.86, 0.84], [-0.55, 0.82, -0.44], [0.74, 0.03, 0.22], [-0.31, -0.53, -0.02], [0.15, 0.88, -0.28], [-0.45, -0.23, 0.08], [-0.11, 0.00, -0.16], [-0.07, -0.12, 0.01], [-0.01, 0.02, -0.37], [-0.11, 0.32, 0.19], [0.23, 0.08, -0.11]], "e_above_lowest_ev": 0.013, "lumo_ev": -7.322, "total_charge": 2, "total_energy_ev": -152132.7958}

no.,maximum force (eV/A)
1,1.2
2,4.3
3,4.8
4,3.0